DFT (ωB97M-V/def2-TZVPD) results for C28H34BF14NO5S2Si2TcTe as an isolated structure.

Properties
highest occupied orbital energy (spin up / spin down): -11.1 / -11.1 eV
molecular weight: 1087.3 g mol⁻¹
net charge: +1
spin multiplicity: 1

Last column: Löwdin charge in e.
CARTESIAN COORDINATES (ANGSTROEM)
Te -3.28 -1.81 0.48  1.526
Tc 0.28 0.20 0.89  1.668
S -3.00 -0.07 -1.13  0.441
S -2.36 1.23 0.38  0.180
Si -5.67 -2.37 -2.08  0.406
Si -4.58 -2.00 3.37  0.405
F 0.15 4.03 2.62  0.195
F 0.74 -3.30 -2.74  0.194
F -1.06 -3.88 0.47  0.085
F 0.74 -0.14 3.82  0.214
F 3.90 3.29 2.18  0.193
F 0.37 4.51 0.53  0.185
F 2.43 2.74 3.67  0.202
F 0.91 -4.06 1.32  0.195
F 3.27 1.23 2.36  0.159
F 0.47 -4.91 -0.63  0.173
F 1.93 5.04 1.94  0.173
F -1.20 -2.71 -1.99  0.120
F 1.77 -1.79 2.64  0.223
F 0.30 -1.20 -2.41  0.167
O -3.52 1.89 0.87  -0.295
O 0.72 1.78 1.68  -0.257
O -1.78 0.27 1.44  -0.601
O -0.08 -1.54 0.23  -0.324
O -1.26 1.98 -0.19  -0.364
N 1.90 0.14 -0.08  -0.055
C 0.65 -2.50 -0.48  -0.255
C -4.62 -2.12 -3.59  -0.176
C 1.71 2.72 1.39  -0.234
C 2.88 3.67 -0.62  0.035
C 2.29 1.35 -0.72  -0.196
C 5.30 -4.36 -1.01  -0.029
C 3.44 3.62 -1.89  -0.224
C 2.26 2.58 -0.03  -0.050
C 1.02 4.11 1.63  -0.564
C -4.88 -3.80 2.97  -0.182
C -4.80 -1.05 1.72  -0.448
C 4.94 -1.91 -0.53  0.000
C 0.25 -3.87 0.18  -0.551
C -6.87 -3.77 -2.38  -0.177
C 4.41 -3.17 -0.78  -0.230
C 0.12 -2.44 -1.94  -0.550
C -2.80 -1.81 3.93  -0.182
C -4.58 -3.05 -0.66  -0.483
C 4.10 -0.84 -0.30  0.012
C -5.76 -1.31 4.62  -0.166
C 3.35 2.43 -2.60  -0.003
C 3.03 -3.32 -0.77  0.038
C 2.17 -2.27 -0.48  -0.059
C 2.85 2.51 2.43  -0.549
C 4.12 4.83 -2.47  -0.027
C -6.61 -0.86 -1.51  -0.179
C 2.72 -1.00 -0.28  -0.205
C 2.79 1.31 -2.02  0.006
B 1.05 -0.69 2.65  -0.621
H -3.94 -3.84 -1.06  0.026
H -4.61 0.02 1.86  0.018
H 3.74 2.37 -3.61  0.126
H -5.88 -3.98 2.56  0.043
H -2.10 -2.24 3.21  0.011
H -5.63 -1.83 5.58  0.045
H -6.80 -1.44 4.30  0.042
H -7.51 -3.55 -3.24  0.045
H -2.66 -2.33 4.88  0.050
H -5.97 -0.11 -1.05  0.005
H 2.75 0.37 -2.57  0.130
H -4.79 -4.41 3.88  0.046
H 6.01 -1.76 -0.52  0.126
H -7.51 -3.95 -1.51  0.039
H -6.33 -4.70 -2.61  0.042
H 3.39 5.51 -2.93  0.095
H -4.14 -4.18 2.26  0.021
H 2.93 4.61 -0.09  0.131
H 4.91 -5.01 -1.79  0.087
H -5.25 -1.86 -4.44  0.046
H 4.52 0.15 -0.11  0.132
H 4.64 5.40 -1.70  0.088
H -4.08 -3.04 -3.83  0.044
H -7.40 -1.14 -0.80  0.041
H -2.53 -0.76 4.07  0.046
H -7.10 -0.39 -2.37  0.047
H -5.58 -0.25 4.78  0.044
H -5.23 -3.50 0.10  0.014
H 6.31 -4.06 -1.29  0.083
H 2.64 -4.30 -1.00  0.128
H -5.77 -1.21 1.25  0.027
H 5.38 -4.96 -0.09  0.095
H 4.84 4.55 -3.24  0.084
H -3.88 -1.32 -3.47  -0.004

=====

DFT (ωB97M-V/def2-TZVPD) results for C28H34Cl3GeN6O11PSTi as an isolated structure.

Properties
energy above the lowest of the compared OMol25 structures with the same formula, charge and spin: 68.5 kcal/mol
highest occupied orbital energy (spin up / spin down): -3.0 / -5.6 eV
molecular weight: 920.5 g mol⁻¹
net charge: -1
spin multiplicity: 4

Last column: Löwdin charge in e.
CARTESIAN COORDINATES (ANGSTROEM)
Ge -0.18 3.59 -1.36  0.110
Ti -0.52 1.56 0.54  0.768
Cl -1.76 2.24 -2.41  0.119
Cl 0.39 4.73 -3.21  -0.032
Cl -1.83 5.13 -0.62  -0.096
S 1.82 -0.36 1.53  0.999
P 2.85 3.04 0.85  0.568
O 3.35 -4.50 -4.87  -0.063
O 1.48 2.41 0.87  -0.519
O 1.73 1.59 -1.98  -0.026
O 0.16 0.54 -0.76  -0.312
O 1.66 -5.40 -3.77  -0.076
O -1.15 -1.46 6.04  0.021
O 1.01 -0.89 5.42  0.023
O -0.88 2.99 1.78  -0.217
O -2.20 -2.29 -5.55  -0.128
O 0.19 4.14 3.39  0.081
O -1.04 0.18 1.74  -0.220
N 2.41 -4.42 -4.03  -0.405
N -0.72 -1.07 1.81  -0.162
N -2.36 -0.96 -0.62  0.192
N -4.02 1.54 -0.18  -0.032
N -2.40 -0.94 -3.11  -0.078
N -2.85 1.99 0.52  -0.124
C -0.21 -3.77 1.90  -0.052
C 1.60 -0.74 -2.16  -0.191
C -3.61 -1.31 -3.85  -0.115
C 0.57 -1.50 1.65  -0.586
C 0.81 -2.89 1.68  -0.065
C 0.19 -1.95 5.93  -0.134
C 3.05 4.34 -0.35  -0.183
C 2.18 -3.21 -3.38  -0.192
C -1.15 -0.25 5.38  -0.225
C -1.22 -0.72 -3.96  -0.120
C -0.42 3.17 3.00  -0.552
C -1.48 -3.28 2.11  -0.017
C -3.30 -2.54 -4.68  -0.197
C -0.68 2.03 3.95  -0.139
C -1.70 -1.92 2.06  -0.027
C 0.41 1.23 4.31  0.051
C 3.21 3.79 2.43  -0.156
C 4.15 1.85 0.49  -0.175
C 1.21 0.55 -1.64  -0.584
C 0.13 0.09 5.01  -0.210
C 2.93 -2.05 -3.71  -0.007
C 1.18 -3.13 -2.37  -0.029
C -2.38 -0.95 -1.79  -0.271
C -2.22 0.56 5.11  0.015
C 2.64 -0.85 -3.12  -0.021
C 0.92 -1.93 -1.78  -0.069
C -1.01 -1.95 -4.82  -0.154
C -1.96 1.72 4.36  -0.025
H -3.07 -3.38 -4.02  0.129
H 3.71 -2.15 -4.46  0.102
H -2.78 2.37 4.09  0.124
H -0.02 -4.84 1.89  0.119
H -2.81 3.00 0.39  0.002
H 0.22 -2.80 5.25  0.127
H -3.89 -0.48 -4.51  0.131
H -3.89 1.85 -1.13  0.001
H -0.24 -1.77 -5.56  0.134
H 3.44 3.02 3.17  0.057
H 5.13 2.34 0.51  0.062
H 3.94 1.44 -0.50  0.057
H 1.41 1.48 4.00  0.119
H -2.67 -1.45 2.18  0.146
H -0.35 -0.53 -3.34  0.096
H 4.06 4.76 -0.27  0.062
H 4.13 1.04 1.22  0.013
H 0.15 -1.86 -1.02  0.084
H -3.95 0.54 -0.19  0.016
H 0.65 -4.03 -2.10  0.105
H 2.90 3.94 -1.35  0.036
H 0.56 -2.25 6.91  0.132
H -4.15 -2.80 -5.32  0.123
H -2.32 -3.94 2.31  0.118
H -3.23 0.30 5.42  0.120
H 1.82 -3.22 1.52  0.118
H -1.41 0.16 -4.58  0.118
H 2.31 4.32 2.75  0.041
H 3.18 0.05 -3.39  0.112
H 2.32 5.13 -0.17  0.063
H -4.43 -1.50 -3.15  0.129
H -0.72 -2.79 -4.18  0.117
H -3.02 1.83 1.50  0.069
H 4.05 4.49 2.35  0.058

=====

DFT (ωB97M-V/def2-TZVPD) results for a 4-piece molecular cluster, C28H34F9NO9P2S overall.

Properties
SMILES: CCCCc1ccc2c(c1)Nc1c(PP(=O)(O)O)cccc1S2.CCOC(=O)C(F)(F)F.CCOC(=O)C(F)(F)F.CCOC(=O)C(F)(F)F
highest occupied orbital energy: -8.4 eV
molecular weight: 793.6 g mol⁻¹
spin multiplicity: 1

Last column: Löwdin charge in e.
CARTESIAN COORDINATES (ANGSTROEM)
S -1.31 -5.14 1.18  1.035
P -2.11 -2.50 5.94  0.883
P -2.76 -0.46 5.49  0.256
F 1.76 0.22 -1.62  0.161
F 2.83 -0.61 -3.29  0.179
F -4.69 0.16 -3.88  0.163
F 0.84 5.20 -3.69  0.153
F 1.71 5.71 -5.61  0.168
F -0.37 6.14 -5.22  0.172
F -5.44 0.62 -1.90  0.164
F 3.73 -0.63 -1.32  0.143
F -4.47 2.15 -3.07  0.171
O -1.86 0.54 6.04  -0.313
O 3.45 2.24 -1.39  0.035
O -4.30 -0.28 5.98  -0.179
O 0.46 2.85 -4.92  0.173
O -2.82 -0.42 3.87  -0.171
O -2.10 1.12 -2.29  0.172
O -0.30 3.96 -6.73  0.037
O -3.18 -0.73 -1.60  0.037
O 4.20 1.72 -3.45  0.177
N -0.51 -3.72 3.71  0.035
C 1.07 -2.23 2.64  0.037
C 0.59 -3.40 0.17  -0.099
C 4.02 3.56 -1.49  -0.185
C 1.51 -2.36 0.31  -0.042
C 1.76 -1.74 1.53  -0.197
C -1.96 -1.26 -1.03  -0.180
C 0.60 5.26 -5.00  -0.543
C -0.66 2.71 -7.36  -0.192
C -3.81 -4.73 2.28  -0.094
C -2.80 -3.41 4.50  -0.427
C -3.08 0.45 -2.18  -0.406
C 3.32 -0.47 3.03  -0.239
C -1.71 -0.68 0.34  -0.035
C -2.00 2.22 -6.87  -0.055
C -4.17 -3.60 4.37  -0.117
C 0.24 3.86 -5.53  -0.400
C 2.73 -0.57 1.62  -0.139
C 2.97 0.09 -2.17  -0.538
C 0.15 -3.28 2.52  -0.260
C -1.92 -3.90 3.54  -0.298
C -2.44 -4.56 2.42  -0.453
C -4.45 0.86 -2.76  -0.549
C 5.03 0.51 4.59  -0.103
C 3.07 4.47 -2.24  -0.063
C 4.46 0.54 3.15  -0.250
C -4.67 -4.27 3.26  -0.079
C 3.62 1.46 -2.44  -0.400
C -0.10 -3.85 1.29  -0.472
H 4.99 1.48 5.07  0.064
H 2.55 -0.19 3.74  0.111
H -2.89 -2.89 7.04  -0.078
H -4.93 -0.33 5.26  0.060
H -2.77 2.98 -7.01  0.085
H 2.17 0.32 1.35  0.129
H -2.11 -2.34 -0.96  0.120
H -1.12 -1.09 -1.71  0.124
H 0.12 1.97 -7.20  0.126
H 2.94 4.13 -3.26  0.066
H 3.55 -0.72 0.93  0.100
H -4.84 -3.22 5.13  0.096
H -1.53 0.40 0.28  0.088
H 3.46 5.49 -2.26  0.091
H 6.03 0.08 4.62  0.065
H 4.42 -0.16 5.20  0.063
H -2.57 -0.84 0.99  0.076
H 5.24 0.28 2.44  0.102
H 4.16 3.91 -0.47  0.125
H 2.09 4.47 -1.76  0.083
H -0.70 2.93 -8.43  0.125
H 5.00 3.51 -1.96  0.126
H -5.74 -4.41 3.18  0.105
H -1.96 1.98 -5.80  0.073
H 3.69 -1.46 3.32  0.124
H 1.20 -1.82 3.62  0.116
H -4.22 -5.22 1.41  0.107
H -0.10 -4.59 4.03  0.143
H -0.84 -1.14 0.80  0.056
H 4.11 1.55 2.99  0.102
H -3.72 -0.35 3.54  0.068
H -2.30 1.32 -7.41  0.084
H 0.44 -3.84 -0.80  0.111
H 2.04 -2.02 -0.56  0.091

=====

DFT (ωB97M-V/def2-TZVPD) results for C28H34GeN4ORuS as an isolated structure.

Properties
energy above the lowest of the compared OMol25 structures with the same formula, charge and spin: 22.6 kcal/mol
highest occupied orbital energy: -6.1 eV
molecular weight: 648.4 g mol⁻¹
spin multiplicity: 1

Last column: Löwdin charge in e.
CARTESIAN COORDINATES (ANGSTROEM)
Ru -0.59 1.43 0.13  0.976
Ge 1.10 -1.34 -0.85  0.927
S -1.88 1.89 -1.83  0.586
O -0.65 1.83 2.17  -0.465
N 1.47 2.33 0.57  -0.042
N -0.82 3.86 0.31  -0.070
N -3.40 2.33 0.36  0.060
N -3.34 0.10 -0.43  0.055
C -2.86 1.42 -0.50  -0.866
C 2.15 -1.24 -4.96  -0.090
C -0.76 -4.77 0.70  -0.088
C -4.66 0.58 1.42  -0.002
C 4.99 -0.16 0.32  -0.088
C 1.60 3.78 0.44  -0.241
C -4.68 2.96 2.27  -0.027
C 1.26 -4.28 -1.12  -0.109
C -0.82 0.81 3.09  -0.283
C 0.92 -5.59 -0.80  -0.088
C 3.76 -0.55 2.34  -0.083
C 4.93 -0.18 1.70  -0.090
C -4.19 -0.33 0.52  -0.301
C 3.87 -0.50 -0.43  -0.110
C -4.53 -1.79 0.51  -0.008
C 0.34 4.43 1.00  -0.259
C -0.10 -5.83 0.11  -0.091
C 2.65 -0.90 1.59  -0.111
C 2.69 -0.88 0.20  -0.288
C 2.01 0.11 -5.26  -0.089
C -0.42 -3.47 0.37  -0.124
C 1.31 0.53 -3.00  -0.136
C 0.59 -3.20 -0.55  -0.271
C -4.22 1.93 1.29  -0.333
C 1.45 -0.83 -2.69  -0.286
C 1.86 -1.71 -3.69  -0.103
C -0.28 -0.20 -0.10  -0.371
C 1.59 0.99 -4.28  -0.079
H 3.71 -0.57 3.42  0.104
H 1.34 2.09 1.56  0.075
H 2.28 1.83 0.21  0.075
H -0.36 -6.85 0.37  0.102
H 2.23 0.46 -6.26  0.101
H -3.63 -2.38 0.71  0.077
H -1.68 3.98 0.83  0.066
H 2.08 -4.12 -1.82  0.088
H 1.46 2.04 -4.51  0.104
H -0.29 -0.12 2.82  0.038
H 1.73 -1.19 2.10  0.093
H -2.90 -0.56 -1.06  0.126
H 1.96 -2.77 -3.48  0.081
H 1.45 -6.41 -1.26  0.103
H 5.91 0.13 -0.18  0.102
H 5.80 0.09 2.29  0.101
H -0.95 4.26 -0.61  0.058
H 1.72 4.03 -0.62  0.113
H -5.63 2.69 2.73  0.074
H -1.54 -4.96 1.43  0.101
H 2.48 4.17 0.97  0.112
H 0.41 5.52 0.92  0.110
H 2.47 -1.94 -5.73  0.101
H 0.25 4.16 2.06  0.105
H -0.46 1.12 4.08  0.065
H 3.92 -0.47 -1.51  0.098
H -4.76 3.93 1.79  0.079
H 0.93 1.20 -2.23  0.037
H -1.88 0.52 3.21  0.058
H -4.91 -2.08 -0.47  0.092
H -3.93 3.03 3.06  0.086
H -5.35 0.28 2.19  0.106
H -5.27 -2.01 1.27  0.083
H -0.94 -2.64 0.84  0.075

=====

| no. | F_max (eV/A) |
| --- | --- |
| 1 | 1.696 |
| 2 | 3.110 |
| 3 | 1.480 |
| 4 | 2.163 |